Entry 1:
10
Properties=species:S:1:pos:R:3:forces:R:3 method="wB97M-V/def2-TZVPD" e_homo_ev="-9.848 / -9.847" smiles="C[C@@H](I)[N+](=O)[O-]" spin_multiplicity=1 e_above_lowest_ev=4.2644 molar_mass_g_mol=200.96 e_tot_ha=-581.375163 gap_ev="7.2 / 7.2" lumo_energy_ev="-2.615 / -2.616"
C -1.115575 0.625210 -0.019693 0.891 -0.042 0.291
C 0.174138 0.079007 -0.387503 2.466 2.850 1.901
N 0.641880 -1.178875 -0.031598 -0.364 -3.379 0.329
O -0.085229 -1.902704 0.651867 0.554 0.471 -0.228
O 1.700649 -1.513547 -0.537039 -0.106 -0.328 0.259
I 1.891177 1.268393 1.247390 -1.177 -0.631 -0.896
H -1.413542 -0.014771 0.788709 -0.742 0.340 0.717
H -1.794134 0.565974 -0.831092 -0.856 -0.047 -0.859
H -0.867306 1.662329 0.211276 -0.841 -0.082 0.261
H 0.867942 0.408985 -1.092315 0.175 0.848 -1.775

***

Entry 2:
10
Properties=species:S:1:pos:R:3:forces:R:3 method="wB97M-V/def2-TZVPD" e_homo_ev=-9.226 smiles=S[C@@H]1[C@H](S)N1I spin_multiplicity=1 e_above_lowest_ev=1.3376 molar_mass_g_mol=233.10 e_tot_ha=-1227.333539 gap_ev=8.2 lumo_energy_ev=-1.065
C -0.068347 0.817429 0.442525 0.345 0.049 -1.384
C -0.015598 -0.633407 0.169464 -2.131 -2.461 2.087
N 0.942543 0.126930 -0.455876 2.159 1.553 0.018
S -1.243068 1.827218 -0.514336 1.157 0.112 -0.672
S -1.334654 -1.409749 -0.765119 -0.265 -2.127 0.482
I 2.921848 -0.016455 0.404482 -1.183 0.059 -0.493
H 0.254292 1.251842 1.372209 0.144 -0.156 0.171
H 0.159712 -1.406574 0.942270 0.657 1.143 -0.063
H -0.344445 2.131446 -1.548241 -0.859 -0.303 1.115
H -1.272287 -2.688679 -0.047383 -0.025 2.131 -1.262

***

Entry 3:
12
Properties=species:S:1:pos:R:3:forces:R:3 method="wB97M-V/def2-TZVPD" e_homo_ev="-1.119 / -1.971" spin_multiplicity=3 e_above_lowest_ev=0.0364 molar_mass_g_mol=249.93 e_tot_ha=-1018.690647 gap_ev="6.0 / 6.0" lumo_energy_ev="4.898 / 4.013" total_charge=-2
C -1.446629 -1.698714 0.385010 0.012 -1.270 0.095
C -1.459314 -1.096180 -0.939459 -0.559 -0.929 -2.899
O -1.980049 2.770699 0.474156 -1.012 0.064 0.863
O 0.219717 1.515026 0.978649 0.853 -0.137 0.275
O -0.081729 2.734372 -1.236198 0.501 -0.174 -0.586
O -1.672316 -1.627349 -1.995369 0.067 0.715 1.271
P -0.880408 2.023961 -0.188336 0.837 0.781 -0.223
I 10.273685 -0.902152 -0.199943 0.088 -0.027 0.006
H -2.189031 -2.578704 0.502859 1.443 1.148 -0.192
H -0.347672 -1.934635 0.355510 -0.888 -0.438 0.772
H -1.598269 -0.924872 1.101984 -0.059 0.376 0.785
H 1.162013 1.718547 0.761141 -1.283 -0.109 -0.169

***

Entry 4:
9
Properties=species:S:1:pos:R:3:forces:R:3 method="wB97M-V/def2-TZVPD" e_homo_ev=-8.590 smiles="CC(=S)PI" spin_multiplicity=1 e_above_lowest_ev=0.6988 molar_mass_g_mol=218.00 e_tot_ha=-1115.800713 gap_ev=8.0 lumo_energy_ev=-0.570
C 0.199722 -0.510121 0.715820 2.437 -1.430 1.170
C -0.602139 0.156301 -0.298009 0.607 -0.245 1.497
P 1.875774 -1.340971 0.094981 -1.508 0.126 1.147
S 0.035745 -0.600294 2.321185 -0.293 0.202 -0.339
I 1.041334 -2.211871 -1.979409 0.125 -0.519 -0.908
H 0.001518 0.093589 -1.145808 -0.411 -0.139 -2.166
H -0.608169 1.156226 -0.012082 -0.352 2.080 0.528
H -1.591210 -0.213850 -0.209024 -1.008 -0.431 -0.869
H 1.515176 -2.539632 0.778706 0.401 0.355 -0.060

***

Entry 5:
10
Properties=species:S:1:pos:R:3:forces:R:3 method="wB97M-V/def2-TZVPD" e_homo_ev="-0.540 / -0.638" spin_multiplicity=2 e_above_lowest_ev=1.7872 molar_mass_g_mol=73.93 e_tot_ha=-244.043524 gap_ev="3.2 / 3.3" lumo_energy_ev="2.620 / 2.630" total_charge=-1
O 1.062864 1.353103 0.069434 -0.519 -1.555 -0.135
H 1.480147 1.702089 0.860041 -0.103 0.084 0.169
C 0.585261 -0.318945 0.477365 0.089 1.033 -0.401
C 0.268890 -1.025634 -0.745475 -4.051 -0.129 0.068
O -0.959628 -0.746065 -1.331200 2.934 0.626 1.148
H -0.307037 -0.021594 1.066095 0.472 -0.165 -0.146
H 1.382263 -0.789882 1.070403 -0.090 0.563 -0.237
H 0.406488 -2.117217 -0.626403 0.772 0.285 -0.423
Li -3.251228 0.292036 -0.055626 0.295 -0.011 -0.162
Li -0.668018 1.672107 -0.784633 0.202 -0.733 0.119

***

Entry 6:
9
Properties=species:S:1:pos:R:3:forces:R:3 method="wB97M-V/def2-TZVPD" e_homo_ev="-10.477 / -11.912" spin_multiplicity=6 molar_mass_g_mol=195.99 e_tot_ha=-769.439301 gap_ev="6.1 / 7.4" lumo_energy_ev="-4.388 / -4.507" total_charge=+1
O 1.952007 1.044949 -0.071266 -1.077 3.230 -0.006
Li 3.600340 0.587368 -0.063888 -0.492 -0.113 -0.002
Pm 0.695480 2.918743 -0.072904 1.639 -3.398 0.012
C -0.410699 -1.033548 0.028327 -1.912 -0.225 0.031
C -1.583579 -0.350779 0.036824 1.099 -0.632 0.004
H -0.042575 -1.470657 -0.903949 0.196 0.503 0.321
H -0.009620 -1.438146 0.961772 0.194 0.508 -0.343
H -2.081369 -0.107651 0.979767 0.165 0.045 -0.321
H -2.119981 -0.150278 -0.894679 0.187 0.080 0.304

***

Entry 7:
9
Properties=species:S:1:pos:R:3:forces:R:3 method="wB97M-V/def2-TZVPD" e_homo_ev="-19.064 / -19.456" spin_multiplicity=2 molar_mass_g_mol=116.38 e_tot_ha=-1939.793746 gap_ev="8.1 / 7.1" lumo_energy_ev="-10.999 / -12.348" total_charge=+2
O -0.033860 0.510500 -0.081592 -1.059 -0.398 0.269
Zn -1.832996 0.484845 0.586439 -3.873 -1.761 -1.769
C 0.608039 -0.558043 -0.383315 -0.392 5.482 0.295
C 2.013433 -0.319952 -0.731607 -1.634 -4.288 2.960
H 1.747438 -1.438038 -0.460361 4.327 -0.483 -4.110
H 2.108377 0.576059 -1.341498 -0.102 -0.604 -1.272
H 2.890767 -0.343732 -0.092691 -0.042 0.510 1.086
Li -0.460111 1.481033 1.578215 2.827 2.100 1.854
H 0.026771 -1.413691 -0.728623 -0.051 -0.559 0.689

***

Entry 8:
7
Properties=species:S:1:pos:R:3:forces:R:3 method="wB97M-V/def2-TZVPD" e_homo_ev=-17.429 spin_multiplicity=1 e_above_lowest_ev=2.6338 molar_mass_g_mol=42.06 e_tot_ha=-132.918348 gap_ev=8.4 lumo_energy_ev=-8.982 total_charge=+1
C 0.064528 2.294753 0.368574 0.742 1.030 0.797
C -0.043102 -1.653261 -0.309773 2.184 -0.407 1.410
N -0.094887 1.180495 0.202710 -0.225 -1.292 -0.392
H 0.361846 3.302701 0.679940 -0.489 -0.643 -0.490
H 0.211387 -1.156345 -1.220117 1.149 0.306 -0.326
H 0.549246 -2.175281 0.522723 -0.273 1.269 -1.503
H -1.049018 -1.793062 -0.244057 -3.088 -0.262 0.504

***

Entry 9:
8
Properties=species:S:1:pos:R:3:forces:R:3 method="wB97M-V/def2-TZVPD" e_homo_ev=-12.573 smiles=[H][H].C#N.C#N spin_multiplicity=1 e_above_lowest_ev=2.7070 molar_mass_g_mol=56.07 e_tot_ha=-188.018835 gap_ev=13.5 lumo_energy_ev=0.967
C -0.507146 1.756659 1.410908 -0.430 -0.580 -0.708
C 0.539526 -0.835910 0.429865 -2.204 0.999 -1.875
N -1.392180 1.428156 0.764058 -0.351 0.487 0.194
N 1.616201 -1.139436 0.660831 0.439 -0.230 0.500
H 0.435143 1.813498 1.865533 0.644 0.469 0.661
H 0.178575 -1.114671 -2.666075 -0.625 -0.375 0.228
H -0.425729 -0.417610 -0.030717 1.917 -1.135 1.272
H -0.444387 -1.490689 -2.434400 0.610 0.364 -0.274

***

Entry 10:
9
Properties=species:S:1:pos:R:3:forces:R:3 method="wB97M-V/def2-TZVPD" e_homo_ev=-9.440 smiles="C=NNC=O" spin_multiplicity=1 e_above_lowest_ev=1.8365 molar_mass_g_mol=72.07 e_tot_ha=-263.295781 gap_ev=10.3 lumo_energy_ev=0.897
C -1.752703 -0.586214 -0.124361 -0.877 -2.664 -1.283
C 0.939864 -0.309331 0.258636 0.337 1.947 -1.913
H -2.845686 -0.733554 -0.041120 0.854 -0.118 0.066
H -1.063456 -1.326581 -0.567668 -0.882 -0.328 0.196
H 0.450759 1.653964 -0.283519 -1.100 -1.678 0.498
H 0.369576 -1.068380 0.783271 0.799 -0.890 0.531
N -1.292106 0.527977 0.108153 0.291 3.860 0.981
N 0.052962 0.708284 -0.024890 0.987 0.800 -0.268
O 2.079981 -0.225752 -0.159932 -0.409 -0.928 1.191